{
  "formula": "C42H82N4O2P",
  "method": "ωB97M-V/def2-TZVPD",
  "largest_force_ha_per_bohr": 0.063,
  "energy_ha": -2360.15051,
  "total_charge": -1,
  "lumo_energy_ha": 0.078,
  "e_homo_ha": -0.15036,
  "elements": ["C", "C", "C", "C", "C", "C", "C", "P", "C", "C", "C", "C", "C", "C", "C", "C", "C", "N", "C", "C", "C", "C", "C", "C", "C", "C", "C", "O", "C", "C", "N", "C", "C", "C", "O", "H", "H", "H", "H", "H", "H", "H", "H", "H", "H", "H", "H", "H", "H", "H", "H", "H", "H", "H", "H", "H", "H", "H", "H", "H", "H", "H", "H", "H", "H", "H", "H", "H", "H", "H", "H", "H", "H", "H", "H", "H", "H", "H", "H", "H", "H", "H", "H", "H", "H", "H", "H", "C", "C", "N", "C", "C", "C", "C", "H", "H", "H", "H", "H", "H", "H", "H", "H", "H", "H", "H", "H", "H", "H", "C", "C", "N", "C", "C", "C", "C", "H", "H", "H", "H", "H", "H", "H", "H", "H", "H", "H", "H", "H", "H", "H"],
  "xyz": [[3.29237, 0.30731, -1.30420], [2.93965, 0.16897, -2.84964], [2.09780, -1.15172, -3.07354], [0.71365, -0.91245, -3.82262], [0.12639, -2.36038, -4.13328], [-0.47290, -2.92927, -2.77831], [-2.00308, -3.36120, -2.85305], [-3.14369, -2.15869, -1.82546], [-2.27245, -2.78915, -0.21989], [-1.39278, -1.70898, 0.52917], [-1.30836, -2.05760, 2.07536], [-0.15017, -2.68475, 2.70584], [-0.22430, -2.89794, 4.16739], [-1.38151, -2.49405, 4.96369], [-2.54544, -1.88225, 4.30960], [-2.49049, -1.66452, 2.87208], [-4.37056, -3.64810, -1.64326], [-4.77501, -4.20122, -2.98098], [-4.80225, -5.67614, -2.95013], [-4.25024, -0.97147, -0.78468], [-4.11077, 0.54473, -1.11289], [-2.82260, 1.27106, -1.20105], [-2.70667, 2.69086, -1.51692], [-3.88490, 3.52307, -1.76457], [-5.18584, 2.84596, -1.64170], [-5.30886, 1.40720, -1.32825], [-6.78492, 0.87846, -1.23331], [-4.05531, -1.66696, -3.23810], [-3.32912, -0.85945, -4.14279], [-4.40631, -0.27617, -5.17767], [-5.55638, -1.19179, -5.39734], [-6.72677, -0.74560, -4.58725], [-7.77402, -1.94712, -4.54639], [-8.16728, -2.33725, -3.06031], [-9.00633, -1.61088, -5.23149], [4.10998, -0.40822, -1.01584], [2.38347, 0.06347, -0.68196], [3.58299, 1.36129, -1.02939], [2.40620, 1.06412, -3.25646], [3.91791, 0.07690, -3.40929], [1.87404, -1.62075, -2.06995], [2.71609, -1.90086, -3.63245], [0.07574, -0.36207, -3.06804], [0.81956, -0.27418, -4.73852], [-0.56793, -2.38397, -5.00855], [1.02549, -2.98988, -4.40999], [0.13721, -3.84852, -2.51903], [-0.26323, -2.18363, -1.96927], [-2.03036, -4.41533, -2.44013], [-2.35657, -3.47050, -3.92046], [-2.11063, -1.16314, -2.02019], [-1.64669, -3.70861, -0.36527], [-3.09469, -3.08826, 0.50097], [-1.82805, -0.67017, 0.50442], [-0.31580, -1.71742, 0.18697], [0.73217, -2.96543, 2.09030], [0.63431, -3.35329, 4.71102], [-1.43964, -2.62195, 6.07285], [-3.44257, -1.55041, 4.87551], [-3.38504, -1.18602, 2.39773], [-3.83108, -4.50618, -1.14163], [-5.26334, -3.42596, -0.98816], [-5.68070, -3.83164, -3.26370], [-3.78334, -6.12261, -2.79282], [-5.15649, -6.07152, -3.95058], [-5.52516, -6.09902, -2.18681], [-4.10222, -1.07569, 0.33425], [-5.33785, -1.22581, -0.94786], [-1.85499, 0.72433, -1.06139], [-1.69630, 3.16074, -1.57918], [-3.80535, 4.60276, -2.02728], [-6.11631, 3.44542, -1.80952], [-6.85115, 0.00537, -0.53765], [-7.36963, 1.70936, -0.73385], [-7.27009, 0.71540, -2.22556], [-2.83910, 0.04058, -3.68728], [-2.59035, -1.43182, -4.77623], [-4.81011, 0.65438, -4.66150], [-3.92690, 0.09756, -6.12474], [-5.85381, -1.00233, -6.36568], [-7.17799, 0.21818, -4.94616], [-6.34165, -0.63919, -3.54095], [-7.24991, -2.82091, -5.02627], [-9.09571, -2.97500, -3.04559], [-7.36697, -2.90942, -2.52563], [-8.38172, -1.42347, -2.42924], [-9.65328, -1.48799, -4.51473], [6.27373, 0.51671, 1.59267], [4.97015, 0.35904, 2.36545], [4.96406, -0.77451, 3.27564], [3.63531, -1.10283, 3.78155], [2.92998, -0.06731, 4.65848], [6.03602, -0.81026, 4.25782], [6.17861, 0.38727, 5.20201], [6.53435, -0.40518, 1.06774], [6.16963, 1.30832, 0.84704], [7.10523, 0.79258, 2.24619], [4.17755, 0.21847, 1.62361], [4.74803, 1.30125, 2.88562], [3.68227, -2.05190, 4.32571], [2.99036, -1.30815, 2.91991], [3.36277, -0.02132, 5.65840], [1.87977, -0.34670, 4.78082], [2.95046, 0.93246, 4.22014], [6.98448, -0.93355, 3.72439], [5.94703, -1.72230, 4.85658], [6.11277, 1.34337, 4.67745], [7.15747, 0.35290, 5.69031], [5.43035, 0.37266, 5.99325], [7.67410, 7.59013, 3.01767], [6.57835, 6.58631, 2.68315], [6.99969, 5.20081, 2.81562], [6.06780, 4.25287, 2.21721], [4.66845, 4.15336, 2.82521], [7.53774, 4.81472, 4.11189], [6.65053, 5.01822, 5.34274], [8.57621, 7.39765, 2.43262], [7.33344, 8.60173, 2.78542], [7.93604, 7.57055, 4.07783], [6.28672, 6.76483, 1.64334], [5.69403, 6.80695, 3.29769], [6.52036, 3.25664, 2.21209], [5.95682, 4.51292, 1.15823], [4.68074, 3.63003, 3.78188], [4.01961, 3.57843, 2.15870], [4.20371, 5.13106, 2.96517], [8.46960, 5.36679, 4.27294], [7.85233, 3.76678, 4.07437], [6.17294, 5.99979, 5.35616], [7.25985, 4.94260, 6.24830], [5.87758, 4.25453, 5.41768]],
  "forces_ev_per_angstrom": [[-0.4803, 0.4427, -0.2558], [0.5625, -0.7372, 0.6697], [-0.1736, 0.5094, -0.2921], [0.5189, -0.7671, 0.5062], [0.7798, 0.6712, 0.7870], [-0.1099, -1.0480, -0.8971], [1.0685, -0.6367, -0.5072], [0.3628, -2.2600, 0.1266], [0.3155, 0.4142, 1.4051], [0.4690, -0.8685, 1.6906], [-0.5026, 0.3749, 0.7322], [-2.6298, 0.8887, 1.7103], [-1.1639, 0.7835, -0.6128], [-0.4048, 0.4049, -1.9470], [2.1369, -0.5183, -1.6465], [1.3634, -0.9409, 1.4735], [-0.4680, -0.8260, -0.2503], [0.2429, -0.9502, 1.0636], [-0.8403, -0.3397, -0.7194], [-0.9517, 1.7565, 0.7521], [-0.2380, 2.4920, -0.3762], [-1.0561, 0.7056, -0.2810], [-1.8080, -0.4011, -0.0318], [-0.4637, -2.9464, 0.7142], [1.9013, -0.8229, 0.0816], [1.1262, 0.8522, -0.4434], [0.4652, 1.1194, 0.9116], [1.2080, 1.3041, -0.2679], [-1.3819, 0.1938, -1.7893], [0.2039, 1.1023, 1.5603], [-0.3259, 1.4426, -0.9780], [0.2097, -1.5631, 0.8151], [0.2127, 0.3716, 1.1172], [0.0504, 0.1372, 0.0700], [0.2446, -0.2163, 0.5308], [-0.7362, 0.7000, -0.2678], [0.8610, 0.2019, -0.6205], [-0.0286, -1.0459, -0.2803], [0.3366, -0.6954, 0.5204], [-1.0395, 0.2506, 0.4594], [0.1847, 0.4530, -1.0526], [-0.5430, 0.6017, 0.3346], [0.2911, -0.5284, -1.0424], [0.1265, -0.5435, 0.7329], [0.3082, 0.1024, 0.9279], [-0.9937, 0.5732, 0.0422], [-0.6026, 0.9364, -0.1060], [-0.4634, -0.5519, -0.5870], [-0.2725, 1.0970, -0.3096], [0.4859, 0.2657, 1.0197], [-0.2441, 0.3523, 0.0429], [-0.4900, 0.7469, 0.0247], [0.8090, 0.2904, -0.6824], [0.4921, -1.0568, -0.3459], [-1.1993, 0.2696, -0.0604], [-0.7512, 0.1999, 0.6724], [-0.7060, 0.3628, -0.5752], [0.3988, -0.0490, -1.1665], [0.8544, -0.3725, -0.3758], [1.1241, -0.5094, 0.2217], [-0.4225, 1.0696, -0.3279], [0.5572, -0.1528, -0.4687], [0.4399, -0.1031, -0.0540], [-0.8465, 0.6483, 0.0479], [0.3603, 0.4598, 0.9044], [0.7520, 0.2192, -0.4142], [0.0255, 0.0127, -1.1187], [1.2473, 0.1109, 0.0039], [-1.2002, 0.4856, -0.1063], [-0.9149, -0.5675, 0.0755], [-0.0904, -1.0631, 0.2944], [0.8745, -0.6900, 0.2103], [-0.0612, 0.5588, -0.9305], [0.4750, -0.8708, -0.5284], [0.5557, -0.1756, 0.8171], [-0.1651, -0.8576, -0.1865], [-0.3985, 0.2530, 0.9222], [0.4552, -0.7146, -0.6295], [-0.3906, -0.7042, 0.7322], [0.2525, -0.4748, 0.3909], [0.1718, -0.7888, 0.3188], [-0.2603, 0.1494, -0.9570], [-0.8192, 0.8209, 0.2044], [0.8740, 0.4724, -0.1671], [-0.5418, 0.5500, -0.5209], [0.2394, -0.8020, -0.7691], [0.2612, 0.0083, -0.6415], [0.0719, 0.0036, 0.0722], [0.1294, 0.0441, -0.0848], [-0.1434, -0.3493, 0.0765], [-0.1841, -0.0492, -0.1773], [-0.1621, -0.0299, 0.1783], [0.2734, 0.0612, -0.1466], [0.1327, 0.0040, 0.2229], [-0.0245, 0.0020, 0.0810], [-0.0286, -0.0342, 0.0371], [0.0137, -0.0365, -0.0401], [-0.1116, -0.1085, 0.2109], [-0.0083, 0.0972, -0.0561], [0.1849, 0.0544, -0.0041], [0.1143, 0.0882, -0.0531], [0.0288, 0.0838, -0.0316], [0.0406, -0.0036, -0.0566], [0.0345, -0.0303, -0.0013], [-0.0722, 0.0746, -0.0798], [-0.2283, 0.0264, -0.0957], [-0.0315, -0.0286, -0.0315], [-0.0330, 0.0037, -0.0390], [-0.0482, 0.1034, -0.0578], [0.0303, 0.0073, 0.1007], [0.1041, 0.0715, 0.0914], [0.0669, -0.2737, -0.2132], [-0.0643, 0.0053, -0.2163], [-0.1494, -0.1568, 0.0005], [0.2298, 0.2032, 0.1288], [0.0206, -0.1138, 0.2049], [-0.0423, -0.0636, 0.0450], [-0.0205, -0.0538, 0.0210], [0.0278, 0.0032, -0.0451], [-0.0689, -0.2495, 0.0290], [-0.0563, 0.1062, -0.0013], [0.1071, 0.1084, 0.1469], [0.0691, 0.1376, 0.0615], [-0.0437, 0.0791, 0.0257], [0.0304, 0.0331, 0.0187], [0.0453, -0.0167, 0.0151], [-0.0727, 0.0766, -0.0744], [-0.1557, 0.0166, -0.2020], [0.0062, -0.0219, -0.0458], [-0.0169, 0.0090, -0.0518], [-0.0719, 0.0866, -0.0128]]
}